(1)
# C17H31N3O3

An isolated molecule of C17H31N3O3 (ωB97M-V/def2-TZVPD, the OMol25 dataset).

Results
Energy relative to the best compared isomer or geometry (same formula, charge and spin)   112.5 kJ/mol
Multiplicity   1
SMILES   CC(C)CN1CCNC(=O)[C@H]1CC(=O)N(C)CC1CCOCC1
Net charge   0
E_HOMO   -8.3797 eV
LUMO energy   0.82 eV

Each line ends with the Löwdin charge.
Element x y z (Å)
C -0.59767 -3.50827 0.05017  -0.067
C -1.16673 -3.88482 1.41428  -0.415
C -2.11595 -5.07531 1.30462  -0.082
C -1.89951 -2.68575 2.03215  -0.173
N -1.01537 -1.54922 2.20040  -0.138
C -0.19676 -1.61121 3.38424  -0.159
C 0.87460 -0.53756 3.25957  -0.146
N 0.20299 0.73953 3.23416  0.104
C -1.00457 0.92339 2.68555  -0.461
O -1.56590 2.00668 2.71044  0.044
C -1.64551 -0.26561 1.97586  -0.194
C -1.60908 0.08042 0.46313  -0.013
C -0.20587 0.51526 0.07411  -0.458
O 0.71774 -0.28355 0.07621  0.037
N -0.01532 1.81308 -0.25882  -0.085
C -1.04941 2.82623 -0.26318  -0.038
C 1.30857 2.23025 -0.67423  -0.131
C 1.39840 2.49205 -2.18310  -0.310
C 1.09345 1.22794 -2.98893  -0.127
C 1.28707 1.50775 -4.47944  -0.210
O 2.58692 1.96840 -4.76859  -0.133
C 2.88496 3.15835 -4.07934  -0.216
C 2.79833 2.97882 -2.56242  -0.136
H -0.00282 -2.60214 0.13136  0.055
H -1.40405 -3.33801 -0.66137  0.080
H 0.03012 -4.30843 -0.33445  0.078
H -0.33648 -4.16491 2.06999  0.124
H -1.60045 -5.93163 0.87655  0.076
H -2.96133 -4.83009 0.66459  0.078
H -2.49819 -5.35873 2.28331  0.073
H -2.71281 -2.40070 1.36098  0.127
H -2.35160 -2.98236 2.99496  0.129
H 0.26963 -2.59517 3.43588  0.120
H -0.77872 -1.44907 4.31288  0.134
H 1.56499 -0.56387 4.10456  0.123
H 1.42402 -0.69745 2.32489  0.113
H 0.65348 1.55210 3.62858  0.155
H -2.70378 -0.27244 2.29451  0.161
H -2.35565 0.83813 0.24748  0.109
H -1.83501 -0.82730 -0.09647  0.118
H -0.58093 3.79472 -0.42357  0.093
H -1.56545 2.85818 0.69749  0.072
H -1.77419 2.66019 -1.06508  0.096
H 1.58790 3.13456 -0.12296  0.132
H 1.99533 1.42463 -0.40490  0.126
H 0.67206 3.26782 -2.45629  0.141
H 0.07041 0.89369 -2.81208  0.120
H 1.77000 0.43039 -2.67857  0.130
H 1.15843 0.59686 -5.06732  0.125
H 0.54714 2.25443 -4.81363  0.126
H 3.89785 3.43170 -4.38242  0.124
H 2.19212 3.95622 -4.39516  0.126
H 3.02742 3.92528 -2.06983  0.120
H 3.53518 2.23654 -2.25074  0.127



(2)
# C17H32Cl2O12

A structure of composition C17H32Cl2O12 in a non-equilibrium geometry (ωB97M-V/def2-TZVPD, the OMol25 dataset).

Results
Multiplicity   1
Net charge   0
E_HOMO   -8.2615 eV
LUMO energy   0.23 eV

Each line ends with the Löwdin charge.
Element x y z (Å)
Cl 0.64071 -0.26315 2.69194  0.901
C 0.76298 0.67627 1.19200  -0.614
C 1.99637 0.43145 0.38463  -0.439
Cl 1.57789 0.80084 -1.35982  0.971
H 0.72261 1.72086 1.50070  0.072
H -0.08711 0.48220 0.53795  0.020
H 2.14874 -0.63381 0.21115  0.008
H 2.92367 0.84573 0.78036  0.108
C 2.38600 -2.44923 1.16265  -0.181
C 3.12789 -3.49424 1.97553  -0.134
O 3.96089 -4.03830 1.01139  0.029
C 3.60217 -3.72716 -0.30313  -0.438
O 4.08571 -4.23726 -1.33455  0.118
O 2.57601 -2.86546 -0.16456  0.067
H 2.60470 -1.41933 1.44475  0.069
H 1.35335 -2.69890 1.40638  0.124
H 2.53879 -4.33732 2.33648  0.137
H 3.73108 -3.07296 2.77976  0.136
C -1.58899 -0.37286 1.01529  -0.132
C -1.44814 -1.42904 2.13903  -0.314
O -2.67566 -1.53607 2.78577  0.047
C -2.82033 -2.62025 3.59925  -0.604
O -2.04229 -3.52331 3.61919  0.135
O -3.84338 -2.49203 4.39564  0.018
C -4.18820 -3.54771 5.26114  -0.042
H -2.49590 -0.41967 0.41245  0.037
H -0.66149 -0.51515 0.46068  0.079
H -1.55390 0.54422 1.60337  -0.018
H -0.58769 -1.26933 2.78881  -0.098
H -1.23155 -2.33103 1.56666  0.119
H -5.13805 -3.51820 5.79501  0.098
H -3.42626 -3.47793 6.03746  0.096
H -3.97879 -4.51178 4.79766  0.097
C -4.41956 1.15270 -1.08297  -0.041
C -3.37595 0.91800 0.01758  -0.258
O -2.91671 2.23349 0.40067  0.058
C -1.74281 2.46552 1.15578  -0.372
O -0.94496 1.63810 1.54833  -0.083
O -1.44861 3.76773 0.98631  0.032
C -0.19139 4.26809 1.50832  -0.009
H -5.43492 1.09208 -0.69120  0.079
H -4.17277 0.45333 -1.88178  0.082
H -4.23153 2.12731 -1.53340  0.082
H -2.57972 0.35498 -0.46936  0.104
H -4.03517 0.39046 0.70695  0.143
H -0.08023 3.91900 2.53490  0.100
H -0.08031 5.35140 1.46119  0.102
H 0.70467 3.81848 1.08050  0.086
C 4.01879 2.41981 -2.94893  -0.052
C 2.45049 2.43242 -2.84112  -0.309
O 1.65981 2.32359 -4.02962  0.032
C 1.69834 1.41463 -4.98453  -0.653
O 2.56423 0.63657 -5.21263  0.144
O 0.60711 1.55938 -5.71825  0.005
C 0.43598 0.76367 -6.96058  -0.012
H 4.50594 2.45264 -1.97440  0.068
H 4.29177 3.25738 -3.59085  0.072
H 4.40591 1.50973 -3.40719  0.067
H 2.22218 3.41877 -2.43728  0.123
H 2.19122 1.56508 -2.23400  -0.325
H -0.47751 1.09752 -7.45271  0.082
H 0.26532 -0.27761 -6.68726  0.090
H 1.13865 0.77542 -7.79378  0.090



(3)
# C17H32F6N4O5P

A structure of composition C17H32F6N4O5P in a non-equilibrium geometry (ωB97M-V/def2-TZVPD, the OMol25 dataset).

Results
Multiplicity   1
Net charge   +1
E_HOMO   -12.3874 eV
LUMO energy   -2.68 eV

Each line ends with the Löwdin charge.
Element x y z (Å)
C -1.75549 -2.70247 2.61023  -0.082
C -3.05009 -3.13198 1.88344  -0.262
N -3.35611 -2.37910 0.63668  -0.095
P -2.47376 -2.81642 -0.70494  0.945
C -0.92766 -1.84982 -0.84612  -0.225
C -1.31441 -0.35087 -1.17078  -0.207
C -0.36144 0.65147 -0.47070  -0.266
N 0.99836 0.12685 -0.46419  0.015
C -2.23680 -4.60787 -0.91046  -0.220
C -1.07745 -5.23681 -0.06928  -0.196
C -1.47505 -6.68246 0.42651  -0.254
N -1.94478 -6.73374 1.82512  0.002
O -3.41110 -2.32026 -2.00431  -0.091
C -2.73757 -2.47149 -3.13371  -0.389
N -2.14749 -2.30498 -4.09660  0.228
H -1.68341 -3.31638 3.52340  0.091
H -1.75698 -1.63899 2.89178  0.086
H -0.83338 -2.89012 2.04032  0.051
H -3.87731 -2.90977 2.57741  0.127
H -3.06407 -4.21847 1.74019  0.081
H -3.29320 -1.37670 0.81519  0.114
H -0.25074 -2.25952 -1.60775  0.109
H -0.39238 -1.82065 0.11470  0.083
H -1.24375 -0.24010 -2.26391  0.111
H -2.37286 -0.16256 -0.91758  0.099
H -0.41678 1.59227 -1.05275  0.105
H -0.73218 0.82467 0.55258  0.122
H 1.60897 0.68477 0.11699  0.042
H 1.36154 0.03541 -1.40615  0.091
H -1.98119 -4.75365 -1.97601  0.110
H -3.20274 -5.12253 -0.76309  0.115
H -0.21951 -5.39285 -0.74209  0.116
H -0.77042 -4.64425 0.80008  0.080
H -0.59730 -7.34515 0.38060  0.114
H -2.25875 -7.08559 -0.23314  0.115
H -2.90125 -6.38253 1.84542  0.057
H -1.39895 -6.08923 2.39384  0.064
C 7.27957 2.69113 -2.53222  -0.056
C 6.88052 1.67094 -1.48720  -0.187
O 5.75151 2.13368 -0.71652  0.040
C 4.56060 1.97885 -1.27364  -0.401
O 4.34188 1.49491 -2.34547  0.170
C 3.47078 2.47526 -0.31915  -0.522
F 3.77016 3.65383 0.23030  0.180
F 3.27754 1.60560 0.70101  0.139
F 2.29100 2.62146 -0.93519  0.143
H 7.46759 3.66011 -2.06785  0.087
H 8.18004 2.36850 -3.05369  0.087
H 6.48720 2.83317 -3.26760  0.079
H 7.69208 1.52898 -0.77612  0.128
H 6.66274 0.70038 -1.93277  0.127
C 0.17873 5.30060 -0.02181  -0.056
C -1.25300 4.80755 -0.01486  -0.198
O -1.78333 4.76749 1.32065  0.023
C -2.21831 5.92998 1.81250  -0.391
O -2.19710 6.97535 1.23896  0.185
C -2.79392 5.71849 3.21699  -0.540
F -1.99349 4.94979 3.97235  0.160
F -3.99018 5.10926 3.15420  0.162
F -2.96263 6.87135 3.85744  0.180
H 0.79482 4.69814 0.64806  0.076
H 0.59516 5.24784 -1.02792  0.085
H 0.24226 6.33232 0.32364  0.082
H -1.29474 3.78364 -0.38533  0.103
H -1.89001 5.41330 -0.65969  0.129